Entry from the Open Molecules 2025 dataset: a cluster of 2 separate species, C16H25Cl2N6O2 in total (the ωB97M-V functional and the def2-TZVPD basis).

Output
charge = +1
orbital gap = 7.04 eV

Last column: natural (NBO) charge in e.
Element x y z (Å)
1 C 4.580 -2.271 1.472  -0.712
2 C 3.051 -2.672 1.122  0.725
3 O 2.286 -2.821 2.091  -0.504
4 N 2.713 -2.765 -0.308  -0.409
5 C 2.892 -4.095 -0.905  0.676
6 C 3.071 -4.425 -2.458  -0.715
7 O 2.954 -5.072 -0.111  -0.486
8 N 1.563 -2.105 -0.677  -0.157
9 C 1.768 -0.836 -1.491  -0.240
10 C 1.790 0.398 -0.470  -0.448
11 C 1.204 1.754 -1.100  -0.214
12 N -0.182 1.953 -0.604  -0.833
13 C 0.314 -2.464 -0.386  0.758
14 N 0.067 -3.689 0.361  -0.816
15 N -0.852 -1.694 -0.853  -0.696
16 C -1.637 -1.081 0.240  0.040
17 Cl -1.283 -1.191 2.013  0.033
18 C -2.798 -0.333 -0.147  0.008
19 C -3.806 0.358 0.901  -0.679
20 Cl -3.187 -0.138 -1.919  0.006
21 H 4.595 -1.175 1.821  0.261
22 H 5.034 -2.966 2.246  0.270
23 H 5.200 -2.388 0.513  0.227
24 H 3.534 -5.476 -2.525  0.283
25 H 2.058 -4.427 -2.978  0.248
26 H 3.831 -3.711 -2.913  0.246
27 H 1.041 -0.743 -2.357  0.249
28 H 2.817 -0.904 -1.965  0.248
29 H 1.334 0.139 0.559  0.215
30 H 2.904 0.607 -0.241  0.226
31 H 1.903 2.630 -0.845  0.210
32 H 1.244 1.618 -2.245  0.197
33 H -0.278 1.479 0.302  0.355
34 H -0.780 1.496 -1.319  0.368
35 H -0.894 -3.977 0.084  0.392
36 H 0.011 -3.537 1.380  0.451
37 H -1.443 -2.254 -1.489  0.437
38 H -4.332 1.271 0.436  0.276
39 H -3.281 0.704 1.847  0.251
40 H -4.609 -0.422 1.147  0.249
41 N -4.057 4.120 0.118  -0.432
42 C -4.480 5.297 0.607  0.036
43 C -3.717 6.109 1.429  -0.256
44 C -2.443 5.683 1.771  -0.165
45 C -1.980 4.470 1.281  -0.254
46 C -2.819 3.731 0.463  0.025
47 H -5.484 5.584 0.313  0.199
48 H -4.110 7.051 1.792  0.228
49 H -1.815 6.291 2.414  0.221
50 H -0.991 4.107 1.528  0.218
51 H -2.502 2.779 0.052  0.183

=====

Entry from the Open Molecules 2025 dataset: a structure of composition C16H25CoN9OS (the ωB97M-V functional and the def2-TZVPD basis).

Output
charge = +3
orbital gap (alpha / beta) = 7.32 / 6.87 eV

Last column: natural (NBO) charge in e.
Element x y z (Å)
1 Co -0.201 0.808 0.165  1.241
2 N 0.068 -1.641 2.289  -0.747
3 C 0.019 -0.429 2.829  0.625
4 N 0.072 -0.327 4.141  -0.536
5 C 0.025 0.889 4.688  0.617
6 N 0.033 1.014 5.993  -0.680
7 N -0.021 2.048 3.948  -0.471
8 C -0.073 1.881 2.676  0.449
9 N -0.082 0.681 2.020  -0.607
10 C -0.144 3.027 1.753  0.129
11 C -0.207 4.352 2.124  -0.163
12 C -0.285 5.313 1.118  -0.083
13 C -0.297 4.917 -0.211  -0.201
14 C -0.240 3.566 -0.518  0.073
15 N -0.164 2.652 0.455  -0.433
16 H 0.058 -2.429 2.921  0.451
17 H 0.005 -1.820 1.302  0.413
18 H 0.043 0.193 6.580  0.444
19 H -0.019 1.928 6.418  0.441
20 H -0.199 4.612 3.173  0.282
21 H -0.339 6.363 1.374  0.274
22 H -0.358 5.641 -1.012  0.277
23 H -0.252 3.202 -1.537  0.243
24 C 3.935 -1.738 1.200  -0.418
25 N 3.806 -0.305 1.412  -0.318
26 C 4.763 0.411 2.277  -0.230
27 C 4.292 1.875 2.200  -0.233
28 N 3.100 1.772 1.337  -0.563
29 C 2.935 0.524 0.896  0.366
30 S 1.778 0.059 -0.329  -0.023
31 H 3.776 -2.260 2.143  0.237
32 H 4.939 -1.952 0.837  0.252
33 H 3.210 -2.072 0.463  0.232
34 H 5.771 0.264 1.891  0.249
35 H 4.711 0.001 3.286  0.240
36 H 5.035 2.522 1.737  0.245
37 H 4.023 2.280 3.173  0.234
38 H 2.706 2.560 0.850  0.431
39 C -1.206 -0.387 -3.827  -0.423
40 N -2.448 -0.133 -3.092  -0.299
41 C -3.698 -0.349 -3.841  -0.427
42 C -2.467 0.242 -1.845  0.712
43 C -3.754 0.452 -1.121  -0.708
44 O -1.356 0.406 -1.197  -0.822
45 H -1.053 0.407 -4.557  0.241
46 H -1.308 -1.336 -4.349  0.247
47 H -0.366 -0.435 -3.143  0.220
48 H -3.437 -0.551 -4.875  0.251
49 H -4.321 0.541 -3.807  0.236
50 H -4.237 -1.203 -3.435  0.240
51 H -4.439 1.075 -1.695  0.273
52 H -3.568 0.918 -0.158  0.242
53 H -4.247 -0.509 -0.963  0.279

=====

Entry from the Open Molecules 2025 dataset: a structure of composition C16H25CrINO5P2S (the ωB97M-V functional and the def2-TZVPD basis).

Output
spin multiplicity = 4
⟨S²⟩ = 4.00
charge = +2
orbital gap (alpha / beta) = 6.87 / 7.03 eV

Last column: Löwdin spin population.
Element x y z (Å)
1 C 0.656 -2.168 -4.285  0.000
2 C 0.374 -1.179 -3.201  0.006
3 H 1.084 -1.759 -5.220  0.000
4 H -0.289 -2.701 -4.517  0.000
5 H 1.367 -2.909 -3.900  0.000
6 O 0.379 0.026 -3.319  0.004
7 I 0.180 -2.071 -1.213  -0.002
8 Cr 0.392 0.451 0.064  3.158
9 P 2.695 -0.076 -0.656  -0.026
10 C 3.691 1.414 -0.453  0.004
11 C 3.362 -1.301 0.498  0.005
12 H 4.432 -1.428 0.282  0.000
13 H 4.428 -0.605 -2.195  -0.002
14 H 2.845 -2.264 0.387  0.000
15 H 3.079 -1.740 -2.415  0.000
16 H 3.617 1.800 0.574  0.001
17 H 3.229 -0.946 1.527  0.000
18 C 3.335 -0.695 -2.236  -0.009
19 H 4.722 1.145 -0.729  0.000
20 H 2.960 -0.096 -3.069  0.000
21 H 3.319 2.183 -1.144  0.000
22 P -2.926 0.029 -0.636  0.005
23 C -3.814 1.591 -0.760  0.002
24 C -2.575 -0.423 -2.345  0.001
25 H -3.275 -2.257 0.011  0.000
26 H -4.712 -1.547 -0.782  0.000
27 H -4.338 -1.103 0.927  0.000
28 C -3.914 -1.363 -0.049  0.000
29 H -2.170 -1.447 -2.382  0.000
30 H -3.538 -0.452 -2.885  0.000
31 H -4.891 1.361 -0.734  0.000
32 H -3.567 2.062 -1.724  0.000
33 H -1.893 0.282 -2.851  0.000
34 H -3.517 2.193 0.111  0.000
35 C 0.488 1.773 -1.277  0.025
36 O 0.655 2.713 -1.968  0.073
37 O -3.182 0.647 2.045  0.008
38 C -2.005 0.413 1.728  0.008
39 N -1.591 0.261 0.440  0.030
40 S 0.564 2.268 1.490  -0.099
41 O 1.918 2.730 1.797  -0.078
42 O -0.496 3.258 1.311  -0.075
43 C 0.082 1.184 2.896  -0.032
44 C 0.898 1.214 4.015  -0.003
45 C 0.603 0.390 5.108  -0.002
46 C -0.486 -0.496 5.054  -0.001
47 C -1.278 -0.585 3.920  0.000
48 C -0.993 0.277 2.839  -0.001
49 H 1.752 1.889 4.094  0.000
50 H 1.163 0.487 6.027  0.000
51 H -0.707 -1.142 5.894  0.000
52 H -2.110 -1.292 3.904  0.000

=====

Entry from the Open Molecules 2025 dataset: the molecule C16H25N3O4S (the ωB97M-V functional and the def2-TZVPD basis).

Output
energy above the lowest of the compared OMol25 structures with the same formula, charge and spin = 162.3 kJ/mol
charge = 0
SMILES string = CCCCN(CC)CCNS(=O)(=O)c1ccc2c(c1)oc(=O)n2C
orbital gap = 9.07 eV

Last column: natural (NBO) charge in e.
Element x y z (Å)
1 C 7.386 -1.949 -0.758  -0.600
2 C 6.527 -0.867 -0.114  -0.393
3 C 5.042 -1.224 -0.175  -0.425
4 C 4.117 -0.238 0.565  -0.204
5 N 3.606 0.886 -0.201  -0.486
6 C 4.591 1.866 -0.611  -0.204
7 C 3.966 3.244 -0.813  -0.613
8 C 2.644 0.522 -1.227  -0.251
9 C 1.271 1.147 -0.907  -0.232
10 N 0.934 0.983 0.491  -0.866
11 S 0.372 -0.527 0.940  2.310
12 O 0.660 -0.678 2.335  -0.938
13 O 0.795 -1.559 0.034  -0.951
14 C -1.385 -0.268 0.721  -0.339
15 C -2.048 0.511 1.653  -0.160
16 C -3.402 0.780 1.523  -0.255
17 C -4.046 0.240 0.423  0.122
18 C -3.358 -0.549 -0.514  0.314
19 C -2.014 -0.820 -0.384  -0.248
20 O -4.228 -0.947 -1.485  -0.447
21 C -5.454 -0.431 -1.187  0.871
22 O -6.445 -0.589 -1.840  -0.591
23 N -5.346 0.296 -0.018  -0.420
24 C -6.450 0.979 0.598  -0.414
25 H 7.116 -2.077 -1.805  0.200
26 H 8.439 -1.685 -0.706  0.207
27 H 7.244 -2.901 -0.251  0.202
28 H 6.710 0.081 -0.621  0.194
29 H 6.823 -0.747 0.931  0.193
30 H 4.729 -1.298 -1.219  0.198
31 H 4.911 -2.212 0.272  0.207
32 H 3.244 -0.786 0.932  0.207
33 H 4.641 0.167 1.436  0.193
34 H 5.110 1.572 -1.540  0.162
35 H 5.335 1.935 0.185  0.198
36 H 4.749 3.981 -0.975  0.213
37 H 3.395 3.527 0.066  0.207
38 H 3.307 3.254 -1.677  0.198
39 H 2.511 -0.562 -1.247  0.226
40 H 2.970 0.848 -2.222  0.191
41 H 0.490 0.662 -1.494  0.207
42 H 1.266 2.218 -1.120  0.203
43 H 1.728 1.244 1.065  0.421
44 H -1.482 0.890 2.488  0.242
45 H -3.930 1.381 2.245  0.229
46 H -1.466 -1.436 -1.077  0.259
47 H -6.250 2.050 0.658  0.206
48 H -6.629 0.586 1.600  0.207
49 H -7.327 0.806 -0.025  0.251

=====

Entry from the Open Molecules 2025 dataset: the molecule C16H25NO (the ωB97M-V functional and the def2-TZVPD basis).

Output
energy above the lowest of the compared OMol25 structures with the same formula, charge and spin = 114.1 kJ/mol
charge = 0
SMILES string = Cc1ccc(OCCCCN2CCCCC2)cc1
orbital gap = 9.04 eV

Last column: natural (NBO) charge in e.
Element x y z (Å)
1 C 1.204 5.947 2.877  -0.621
2 C 1.060 4.476 2.624  -0.055
3 C -0.097 3.944 2.081  -0.184
4 C -0.228 2.585 1.842  -0.328
5 C 0.817 1.723 2.147  0.378
6 O 0.805 0.375 1.960  -0.517
7 C -0.348 -0.226 1.405  -0.066
8 C -0.071 -1.721 1.285  -0.414
9 C -1.314 -2.528 0.917  -0.402
10 C -1.895 -2.140 -0.448  -0.211
11 N -0.875 -2.050 -1.475  -0.457
12 C -0.410 -3.351 -1.919  -0.221
13 C 0.806 -3.195 -2.826  -0.402
14 C 0.450 -2.338 -4.035  -0.397
15 C -0.112 -1.009 -3.545  -0.403
16 C -1.295 -1.254 -2.612  -0.211
17 C 1.988 2.252 2.695  -0.261
18 C 2.102 3.604 2.927  -0.197
19 H 0.272 6.470 2.676  0.212
20 H 1.980 6.368 2.237  0.215
21 H 1.491 6.131 3.911  0.215
22 H -0.923 4.598 1.837  0.205
23 H -1.150 2.215 1.419  0.217
24 H -0.555 0.200 0.415  0.174
25 H -1.215 -0.052 2.059  0.165
26 H 0.319 -2.070 2.242  0.212
27 H 0.695 -1.871 0.525  0.219
28 H -1.052 -3.587 0.921  0.204
29 H -2.090 -2.382 1.671  0.206
30 H -2.688 -2.861 -0.720  0.170
31 H -2.365 -1.158 -0.360  0.192
32 H -0.137 -3.943 -1.044  0.201
33 H -1.208 -3.894 -2.463  0.159
34 H 1.605 -2.711 -2.263  0.203
35 H 1.155 -4.181 -3.142  0.207
36 H 1.330 -2.173 -4.659  0.209
37 H -0.301 -2.853 -4.640  0.193
38 H 0.660 -0.470 -2.996  0.204
39 H -0.433 -0.393 -4.387  0.207
40 H -1.674 -0.296 -2.245  0.198
41 H -2.110 -1.748 -3.174  0.156
42 H 2.794 1.574 2.929  0.218
43 H 3.015 3.996 3.352  0.208

=====

Entry from the Open Molecules 2025 dataset: the molecule C16H25NO2 (the ωB97M-V functional and the def2-TZVPD basis).

Output
energy above the lowest of the compared OMol25 structures with the same formula, charge and spin = 97.0 kJ/mol
charge = 0
SMILES string = CCCCCCNCC1OCc2ccccc2CO1
orbital gap = 9.26 eV

Last column: natural (NBO) charge in e.
Element x y z (Å)
1 C -2.335 -3.526 -0.474  -0.608
2 C -2.189 -2.029 -0.225  -0.396
3 C -1.228 -1.700 0.917  -0.392
4 C 0.219 -2.142 0.695  -0.398
5 C 0.844 -1.540 -0.562  -0.434
6 C 2.367 -1.728 -0.609  -0.207
7 N 3.148 -0.964 0.347  -0.623
8 C 3.531 0.375 -0.013  -0.233
9 C 2.427 1.462 0.045  0.360
10 O 1.723 1.435 -1.163  -0.540
11 C 0.797 2.484 -1.365  -0.089
12 C -0.517 2.274 -0.655  -0.041
13 C -1.697 2.173 -1.378  -0.190
14 C -2.906 1.973 -0.736  -0.206
15 C -2.943 1.868 0.643  -0.209
16 C -1.771 1.955 1.371  -0.192
17 C -0.553 2.158 0.735  -0.054
18 C 0.724 2.213 1.535  -0.085
19 O 1.652 1.208 1.179  -0.546
20 H -3.091 -3.712 -1.234  0.207
21 H -1.398 -3.956 -0.816  0.200
22 H -2.635 -4.036 0.440  0.199
23 H -1.854 -1.535 -1.138  0.197
24 H -3.169 -1.613 0.026  0.198
25 H -1.599 -2.167 1.834  0.192
26 H -1.238 -0.618 1.070  0.208
27 H 0.795 -1.826 1.568  0.193
28 H 0.277 -3.232 0.646  0.193
29 H 0.614 -0.478 -0.609  0.222
30 H 0.418 -2.014 -1.449  0.196
31 H 2.596 -2.786 -0.425  0.183
32 H 2.730 -1.474 -1.608  0.191
33 H 2.678 -0.945 1.246  0.363
34 H 4.320 0.682 0.680  0.196
35 H 3.932 0.372 -1.029  0.203
36 H 2.898 2.468 0.150  0.132
37 H 0.637 2.517 -2.446  0.201
38 H 1.247 3.440 -1.046  0.176
39 H -1.665 2.251 -2.455  0.211
40 H -3.815 1.894 -1.312  0.216
41 H -3.882 1.709 1.151  0.216
42 H -1.796 1.861 2.448  0.212
43 H 0.510 2.042 2.594  0.201
44 H 1.194 3.206 1.428  0.177